C29H53N8O5Ti | the ωB97M-V functional and the def2-TZVPD basis

## Properties
HOMO (spin up / spin down), Eh: -0.38545 / -0.38547
Lowest unoccupied orbital energy (spin up / spin down), hartree: -0.0880 / -0.0880
Orbital gap (spin up / spin down), eV: 8.093 / 8.095
Relative energy (zero: lowest compared OMol25 entry of this formula, charge and spin), kJ/mol: 0.0
Total charge: +1

```
96
Properties=species:S:1:pos:R:3:forces:R:3:mulliken_charge:R:1
Ti -1.181972 -0.498978 -1.011983 -0.1 -1.3 -0.2 0.04
C -0.421713 -4.161207 -1.190854 0.0 0.0 0.0 -1.85
C 0.306016 -3.108871 -2.017100 -0.1 -0.1 0.0 0.49
C 1.842124 -2.941870 -1.753883 0.0 0.0 0.0 -2.09
C 2.545878 -2.586164 -0.422092 0.0 0.0 0.0 2.24
C 4.042481 -2.472900 -0.695202 0.0 0.0 0.0 -1.91
C 2.275945 -3.624515 0.660688 0.0 0.0 0.0 -1.64
N 2.060896 -1.229543 0.045245 0.0 0.0 0.0 1.73
C 2.663359 -0.588493 1.248558 0.0 0.0 0.0 -1.16
C 1.749064 0.482232 1.843951 0.0 0.0 0.0 -0.55
N 0.435595 0.046880 2.310872 0.0 0.0 0.0 0.52
C 0.222558 -1.331232 2.679775 0.0 0.0 0.0 -1.48
C -0.688146 -2.051205 1.682304 0.0 0.0 0.1 0.26
O -1.498949 -2.881740 2.010529 0.0 0.0 0.0 -0.62
O -0.505769 -1.657458 0.432944 0.0 0.1 -0.1 0.23
C -0.319339 1.118821 2.998285 0.0 0.0 0.0 -0.32
C -0.897173 0.706665 4.348738 0.0 0.0 0.0 -2.13
C -1.302791 1.907303 2.098404 0.0 0.0 0.0 -0.21
C -2.663910 1.386012 1.579764 0.0 0.1 -0.1 1.57
C -3.680040 1.122027 2.693689 0.0 0.0 0.0 -1.92
C -3.212091 2.462978 0.643431 0.0 0.0 0.0 -1.51
N -2.423617 0.133157 0.812676 0.2 0.0 0.1 1.11
C -3.599137 -0.653455 0.303206 -0.1 0.2 0.0 -1.22
C -3.047610 -1.491295 -0.840573 -0.1 0.2 -0.1 -0.78
N -0.439500 -1.852056 -2.176285 0.2 0.3 0.1 0.43
C 0.078071 -1.115098 -3.327660 0.1 0.2 0.0 -1.46
C 0.985682 0.001698 -2.803639 0.0 0.0 0.0 1.08
O 1.958266 0.429207 -3.381865 0.1 0.0 0.0 -0.71
O 0.559934 0.422829 -1.627907 -0.2 0.2 0.0 -0.67
H 0.163523 -5.082806 -1.174845 0.0 0.0 0.0 0.44
H -1.374376 -4.382915 -1.672498 0.0 0.0 0.0 0.46
H -0.636659 -3.867872 -0.169573 0.0 0.0 0.0 0.27
H 0.336187 -3.541531 -3.025818 0.0 0.0 0.0 0.48
H 2.227437 -2.246887 -2.507397 0.0 0.0 0.0 0.56
H 2.275930 -3.908610 -2.025659 0.0 0.0 0.0 0.74
H 4.414665 -3.413198 -1.099430 0.0 0.0 0.0 0.47
H 4.600484 -2.263897 0.218712 0.0 0.0 0.0 0.39
H 4.250036 -1.687792 -1.425609 0.0 0.0 0.0 0.44
H 2.576110 -4.601128 0.281860 0.0 0.0 0.0 0.47
H 1.221430 -3.689859 0.921410 0.0 0.0 0.0 0.23
H 2.861617 -3.441408 1.562426 0.0 0.0 0.0 0.45
H 2.085829 -0.557336 -0.727693 0.0 0.0 0.0 0.42
H 1.037191 -1.345339 0.222413 0.0 0.0 0.0 -1.33
H 3.596824 -0.110926 0.955627 0.0 0.0 0.0 0.58
H 2.908934 -1.363467 1.969116 0.0 0.0 0.0 0.44
H 1.604645 1.264442 1.089242 0.0 0.0 0.0 0.20
H 2.329892 0.940127 2.660296 0.0 0.0 0.0 0.56
H -0.222259 -1.456699 3.664013 0.0 0.0 0.0 0.75
H 1.156704 -1.895698 2.719231 0.0 0.0 0.0 0.13
H 0.436954 1.878235 3.233903 0.0 0.0 0.0 0.69
H -1.646023 -0.081090 4.283122 0.0 0.0 0.0 0.42
H -1.378139 1.571688 4.805127 0.0 0.0 0.0 0.46
H -0.109167 0.367443 5.022762 0.0 0.0 0.0 0.45
H -0.735243 2.226425 1.223760 0.0 0.0 0.0 -1.21
H -1.537300 2.822520 2.652767 0.0 0.0 0.0 0.99
H -3.717802 1.968038 3.381139 0.0 0.0 0.0 0.40
H -3.440147 0.227766 3.268659 0.0 0.0 0.0 0.37
H -4.680095 0.988544 2.279328 0.0 0.0 0.0 0.39
H -3.262018 3.416465 1.171237 0.0 0.0 0.0 0.53
H -4.221751 2.225571 0.305405 0.0 0.0 0.0 0.40
H -2.563712 2.587758 -0.222958 0.0 0.0 0.0 -0.04
H -1.980265 -0.467941 1.492005 -0.1 0.0 0.1 -0.27
H -4.337741 0.068612 -0.042586 0.0 0.0 0.0 0.47
H -4.056811 -1.230635 1.110234 0.0 0.0 0.0 0.44
H -3.697619 -1.566290 -1.707197 0.0 -0.1 0.0 0.69
H -2.780236 -2.499284 -0.525728 0.0 0.0 0.0 0.40
H -0.723090 -0.634959 -3.900687 0.0 0.0 0.0 0.30
H 0.617836 -1.755984 -4.025747 0.0 0.0 0.0 0.59
C -0.460252 2.541407 -3.423643 0.0 0.0 0.0 -1.29
C -1.814809 1.986108 -3.153879 0.0 0.0 0.1 0.34
N -2.236393 0.988151 -2.366898 0.0 0.0 -0.1 0.60
C -3.615772 0.924069 -2.555479 0.0 0.0 0.0 -0.69
C -4.014166 1.862248 -3.437250 0.0 0.0 0.0 -0.89
N -2.865668 2.519041 -3.802731 0.0 0.0 0.0 -0.01
H 0.237692 2.301668 -2.637034 0.0 0.0 0.0 -0.12
H -0.533817 3.627004 -3.493048 0.0 0.0 0.0 0.59
H -0.078312 2.162409 -4.374017 0.0 0.0 0.0 0.43
H -4.232309 0.206934 -2.057020 0.0 0.0 0.0 0.37
H -4.983037 2.112098 -3.829067 0.0 0.0 0.0 0.44
H -2.794537 3.278127 -4.458974 0.0 0.0 0.0 0.22
N -0.112645 3.401125 -0.537844 0.1 0.2 0.0 -0.43
C 0.414885 4.426593 -0.442616 -0.1 0.0 0.1 0.04
N 0.987399 5.619609 -0.352047 0.0 0.0 -0.1 0.12
C 2.455495 5.683717 -0.407787 0.0 0.0 0.0 -0.47
C 2.857595 7.110857 -0.728949 0.0 0.0 0.0 -0.67
O 2.303053 8.011364 0.210038 0.0 0.0 0.0 -0.37
C 0.890042 7.982071 0.168042 0.0 0.0 0.0 -0.67
C 0.369691 6.607698 0.545101 0.0 0.0 0.0 -0.47
H 2.806909 4.999810 -1.179330 0.0 0.0 0.0 0.44
H 2.881368 5.386767 0.557177 0.0 0.0 0.0 0.27
H 2.525407 7.370656 -1.741727 0.0 0.0 0.0 0.34
H 3.939058 7.218782 -0.673627 0.0 0.0 0.0 0.35
H 0.537571 8.249573 -0.835913 0.0 0.0 0.0 0.35
H 0.534217 8.726671 0.877517 0.0 0.0 0.0 0.35
H -0.712168 6.558017 0.429544 0.0 0.0 0.0 0.42
H 0.629324 6.384989 1.586002 0.0 0.0 0.0 0.29
```
Positions in Å, forces in eV/Å.

C29H54BN7NiO6P2 | the ωB97M-V functional and the def2-TZVPD basis

## Properties
HOMO (spin up / spin down), Eh: -0.31974 / -0.31928
Lowest unoccupied orbital energy (spin up / spin down), hartree: 0.0166 / 0.0154
Orbital gap (spin up / spin down), eV: 9.151 / 9.108
2S+1: 3
Relative energy (zero: lowest compared OMol25 entry of this formula, charge and spin), kJ/mol: 27.5

```
100
Properties=species:S:1:pos:R:3:forces:R:3:mulliken_charge:R:1
Ni 1.031198 -0.547186 1.087593 0.0 0.0 0.2 1.05
C -2.266487 -3.294251 2.151068 0.0 0.0 0.0 -1.55
C -1.164074 -3.627861 1.139140 0.1 0.0 -0.1 1.16
C -1.313973 -5.051875 0.614090 -0.1 0.0 -0.1 -1.92
C -1.225390 -2.613962 0.034420 0.0 0.0 0.1 -0.74
C -2.151310 -2.602786 -1.021367 0.0 0.0 0.0 0.48
C -2.033278 -1.366980 -1.614884 0.0 0.0 0.0 -0.86
C -2.747497 -0.837949 -2.823596 0.0 0.0 0.0 1.02
C -2.220005 -1.531801 -4.082415 0.1 0.0 0.0 -1.67
C -4.259684 -1.030849 -2.711152 0.0 0.0 0.0 -1.67
N -1.064004 -0.687290 -0.959994 0.0 0.0 0.1 1.26
N -0.547291 -1.470956 0.034397 0.1 0.1 -0.2 0.67
B -0.951260 0.829820 -0.697729 0.0 0.0 0.0 0.11
N -1.251190 1.119101 0.826052 -0.1 -0.1 0.1 1.32
N -0.536494 0.516218 1.829078 -0.1 -0.1 -0.3 0.54
C -1.041894 0.890663 2.988557 0.1 -0.1 0.1 -0.78
C -2.119236 1.758988 2.761294 0.1 0.1 -0.1 -1.26
C -2.205534 1.895858 1.389157 0.0 0.0 -0.1 -0.02
C -3.194686 2.764818 0.661776 -0.1 0.0 0.1 0.10
C -4.209436 1.937826 -0.127472 0.0 0.0 -0.1 -1.25
C -2.577204 3.876755 -0.192871 0.1 0.0 0.0 -1.40
C -0.461054 0.424044 4.297101 0.0 0.0 0.0 0.96
C -1.577551 0.058969 5.273042 -0.1 -0.1 0.0 -1.56
C 0.519662 -0.733877 4.133592 0.0 0.0 0.0 -1.07
N 0.470467 1.365043 -1.011419 0.1 0.0 0.0 0.83
N 1.318042 1.339903 0.060539 -0.1 -0.1 -0.1 0.52
C 2.092374 2.413819 -0.014067 0.1 0.0 0.2 0.22
C 1.781543 3.125060 -1.190386 0.1 0.0 -0.1 -1.61
C 0.754351 2.440409 -1.791102 0.0 0.0 0.0 -0.21
C 0.034545 2.688564 -3.082005 0.0 0.0 0.0 1.59
C 0.446243 4.017171 -3.702459 0.0 0.0 0.0 -2.05
C 0.276264 1.525569 -4.046693 0.0 0.0 0.0 -1.10
C 2.905368 2.999477 1.123896 -0.2 0.0 0.1 0.15
C 2.046221 2.965486 2.392811 0.0 0.0 0.0 -1.25
C 4.309799 2.482467 1.420970 0.1 0.0 -0.1 -1.57
H -2.216938 -3.972534 3.005228 0.0 0.0 0.0 0.43
H -3.256665 -3.391868 1.699406 0.0 0.0 0.0 0.38
H -2.166564 -2.269648 2.517618 0.0 0.0 0.0 0.28
H -0.203293 -3.524801 1.635636 -0.1 0.0 0.0 0.07
H -2.288830 -5.191262 0.137947 0.0 0.0 0.0 0.32
H -1.252666 -5.765652 1.437397 0.0 0.0 0.0 0.44
H -0.543352 -5.283159 -0.120295 0.0 0.0 0.1 0.35
H -2.822403 -3.396953 -1.300891 0.0 0.0 0.0 0.50
H -2.531249 0.230382 -2.902560 0.0 0.0 0.0 -0.21
H -2.388209 -2.608467 -4.022125 0.0 0.0 0.0 0.34
H -1.148078 -1.372024 -4.210458 0.0 0.0 0.0 0.32
H -2.729187 -1.156148 -4.971674 0.0 0.0 0.0 0.45
H -4.510307 -2.093049 -2.679141 0.0 0.0 0.0 0.36
H -4.764266 -0.595320 -3.575009 0.0 0.0 0.0 0.45
H -4.662583 -0.570962 -1.809711 0.0 0.0 0.0 0.27
H -1.756049 1.395312 -1.365345 0.1 0.1 0.0 -0.69
H -2.734803 2.258474 3.489569 0.0 0.0 0.0 0.48
H -3.729226 3.268702 1.472500 -0.1 -0.1 0.0 0.62
H -3.701900 1.371026 -0.907817 -0.1 0.0 0.0 -0.04
H -4.946712 2.585134 -0.606438 0.0 0.0 0.0 0.46
H -4.734202 1.230776 0.516011 0.0 0.0 0.0 0.39
H -2.299748 3.525265 -1.184304 0.1 -0.1 0.0 0.10
H -1.687223 4.301651 0.274312 0.0 0.0 0.0 0.28
H -3.305911 4.678919 -0.322207 0.0 0.0 0.0 0.53
H 0.092646 1.269385 4.723758 0.0 0.0 0.0 0.27
H -2.185773 -0.755872 4.873815 0.0 0.0 0.0 0.30
H -2.237278 0.903931 5.471705 0.0 0.0 0.0 0.36
H -1.157137 -0.267906 6.224969 0.0 0.0 0.0 0.46
H 0.057747 -1.584979 3.627438 0.0 0.0 0.0 0.02
H 0.860768 -1.071295 5.113348 0.0 0.0 0.0 0.52
H 1.420292 -0.452861 3.581948 0.0 0.0 0.0 -0.03
H 2.252713 4.032410 -1.527826 0.0 0.0 0.0 0.62
H -1.036979 2.724172 -2.864739 0.0 0.0 0.0 -0.27
H 1.505557 4.012016 -3.968074 0.0 0.0 0.0 0.34
H 0.274217 4.847995 -3.017294 0.0 0.0 0.0 0.41
H -0.124623 4.203866 -4.612694 0.0 0.0 0.0 0.46
H 1.342279 1.437433 -4.271984 0.0 0.0 0.0 0.36
H -0.257335 1.677299 -4.986931 0.0 0.0 0.0 0.32
H -0.058615 0.581181 -3.613897 0.0 0.0 0.0 -0.03
H 3.025979 4.045518 0.823740 0.0 0.0 0.1 0.58
H 1.876389 1.931753 2.701700 0.0 0.0 0.0 -0.07
H 1.069738 3.427242 2.232874 0.0 0.0 0.0 0.25
H 2.549853 3.485091 3.210058 0.0 0.0 0.0 0.58
H 4.285528 1.495625 1.874553 0.0 0.0 0.0 0.10
H 4.780375 3.169596 2.127850 0.0 0.0 0.0 0.57
H 4.919446 2.436436 0.519863 0.0 0.0 0.0 0.35
N 2.447231 -1.643670 -1.692711 0.1 0.0 -0.1 -0.26
C 3.390163 -2.200590 -0.627261 0.0 -0.1 -0.2 0.75
C 4.484913 -2.952465 -1.377540 -0.1 0.0 0.0 -2.02
P 4.033088 -0.698188 0.225590 0.0 -0.1 0.0 1.02
O 5.358817 -1.197657 0.978660 0.0 0.0 0.0 -0.56
O 4.356170 0.228504 -0.890717 0.0 0.0 0.0 -0.96
O 3.027063 -0.366251 1.295177 0.2 0.2 0.1 -0.89
P 2.284289 -3.358035 0.310638 0.2 0.1 0.2 0.94
O 3.289339 -4.400338 1.003891 0.0 0.0 0.0 -0.57
O 1.501725 -4.008400 -0.779643 -0.1 -0.1 -0.1 -0.97
O 1.640012 -2.569118 1.409700 -0.1 0.1 0.1 -1.06
H 3.004489 -1.280775 -2.466400 0.0 0.1 0.0 0.50
H 1.877745 -0.853971 -1.363760 0.0 -0.1 0.0 -0.46
H 1.823640 -2.423471 -1.967699 0.0 0.0 0.0 0.50
H 5.053003 -2.268481 -2.013714 0.0 0.0 0.0 0.55
H 4.056485 -3.746356 -1.994525 0.0 0.0 0.0 0.50
H 5.166948 -3.401672 -0.659982 0.0 0.0 0.0 0.39
H 6.141816 -0.879422 0.513458 0.0 0.0 0.0 0.41
H 3.320102 -5.219880 0.496044 0.0 0.0 0.0 0.41
```
Positions in Å, forces in eV/Å.